[1]
ORCA calculation (ωB97M-V/def2-TZVPD) on a structure of composition C22H15AsO4Pb.

The calculation puts the energy above the lowest of the compared OMol25 structures with the same formula, charge and spin at 339.8 kcal/mol. Its HOMO-LUMO gap (alpha / beta) is 0.192 / 0.192 Ha. The calculation puts the HOMO energy (alpha / beta) at -14.35 / -14.35 eV.

The geometry in ORCA input format:
```
! RIJCOSX wB97M-V def2-TZVPD def2/J DEFGRID3
* xyz 2 1
O 0.10791 -3.46359 -3.02372
C 0.09581 -2.31539 -3.02312
Pb 0.07701 -0.50469 -3.02252
O -2.48659 -0.53069 -4.50182
C -1.48909 -0.52049 -3.92632
C 1.64301 -0.48879 -3.92632
O 2.64041 -0.47899 -4.50202
C 0.05831 1.30611 -3.02212
O 0.04621 2.45431 -3.02172
C -0.58609 3.83571 2.66658
C 0.44791 3.86081 1.72878
C 0.59321 2.80781 0.82378
C -0.29319 1.72171 0.84998
C -1.32949 1.69741 1.79458
C -1.47279 2.75441 2.70078
As -0.03969 0.32551 -0.49472
C 1.72241 -0.22099 0.18838
C 2.85341 -0.29279 -0.63602
C 4.08501 -0.70369 -0.11372
C 4.19791 -1.03599 1.23868
C 3.07881 -0.95649 2.07028
C 1.84631 -0.55269 1.54738
C -1.53109 -0.86189 -0.09052
C -1.29899 -2.03959 0.63458
C -2.35609 -2.90729 0.92298
C -3.64619 -2.60469 0.48388
C -3.88139 -1.43239 -0.24302
C -2.82479 -0.56079 -0.53092
H -0.70149 4.65491 3.36398
H 1.13351 4.69821 1.69698
H 1.39161 2.84031 0.09298
H -2.02989 0.87681 1.83388
H -2.27499 2.73911 3.42628
H 2.79211 -0.03329 -1.67602
H 4.95331 -0.76409 -0.75732
H 5.15111 -1.35279 1.64248
H 3.16521 -1.20969 3.11918
H 0.98761 -0.49819 2.20278
H -0.30259 -2.28749 0.97318
H -2.17029 -3.81669 1.48308
H -4.46219 -3.27969 0.70548
H -4.88149 -1.20199 -0.58362
H -3.00969 0.34281 -1.09542
*
```

***

[2]
ORCA calculation (ωB97M-V/def2-TZVPD) on a structure of composition C22H15BrCl2IrNSe.

The expectation value of S² is 0.7636. Its HOMO-LUMO gap (alpha / beta) is 0.183 / 0.197 Ha. The calculation puts the HOMO energy (alpha / beta) at -11.06 / -11.05 eV.

The geometry in ORCA input format:
```
! RIJCOSX wB97M-V def2-TZVPD def2/J DEFGRID3
* xyz 1 2
Ir 0.09690 -0.06751 -0.01664
Br 1.08163 1.05217 2.41419
C 1.94568 2.51954 1.47106
C 2.62437 3.43572 2.23146
C 3.24952 4.51657 1.60083
C 3.17027 4.65578 0.24262
C 2.46653 3.72282 -0.54605
C 2.36306 3.87996 -1.94330
C 1.66647 2.97889 -2.70344
C 1.06115 1.86740 -2.10169
C 1.13403 1.65892 -0.74000
C 1.83032 2.59888 0.06870
H 2.67604 3.33086 3.30375
H 3.78888 5.23345 2.19784
H 3.64631 5.49007 -0.25151
H 2.84117 4.72739 -2.41171
H 1.57391 3.10372 -3.77105
H 0.53222 1.16874 -2.73991
C -4.17843 3.66342 0.72802
C -2.88033 3.65159 0.21778
C -2.15352 2.48240 0.21570
C -2.68275 1.27777 0.71746
C -1.93482 0.06818 0.72403
C -2.52451 -1.07587 1.24370
C -3.82851 -1.06444 1.74033
C -4.56178 0.10140 1.74266
C -4.01160 1.29390 1.23264
C -4.73273 2.50448 1.22247
H -4.74166 4.58375 0.73584
H -2.44480 4.55986 -0.17291
H -1.14437 2.47869 -0.17908
H -1.97082 -2.00459 1.27252
H -4.24994 -1.97832 2.12849
H -5.56446 0.11558 2.14289
H -5.73662 2.50989 1.61947
Cl -0.78394 -0.27891 -4.88155
C -1.55447 -1.54399 -3.92447
Cl -1.40721 -1.22906 -2.17019
H -1.07164 -2.49696 -4.13802
H -2.62177 -1.56274 -4.15053
Se 3.21777 -3.78117 0.28153
C 1.96882 -2.58555 0.20964
N 1.09012 -1.80716 0.15738
*
```

***

[3]
ORCA calculation (ωB97M-V/def2-TZVPD) on a structure of composition C22H15BrN4NaO5.

The calculation puts the energy above the lowest of the compared OMol25 structures with the same formula, charge and spin at 11.2 kcal/mol. Its HOMO-LUMO gap is 0.243 Ha. The calculation puts the HOMO energy at -4.65 eV.

The geometry in ORCA input format:
```
! RIJCOSX wB97M-V def2-TZVPD def2/J DEFGRID3
* xyz -1 1
Na 0.52215 0.63139 0.72337
Br -3.16765 -3.65348 5.84907
C -2.46553 -2.40378 4.58297
C -2.73761 -1.04155 4.76387
C -2.23658 -0.14808 3.87099
C -1.42126 -0.52367 2.74362
O -0.98570 0.34838 1.96826
C -1.15272 -1.93997 2.60513
C -0.31617 -2.48043 1.60056
N 0.24757 -1.83124 0.63887
C 1.03372 -2.46592 -0.28762
C 1.21281 -3.84022 -0.40328
C 2.04186 -4.40235 -1.37127
C 2.71753 -3.61636 -2.26584
C 2.55901 -2.21877 -2.22021
C 3.21108 -1.35210 -3.12296
C 2.99306 -0.00393 -3.03740
C 2.11877 0.46915 -2.04265
N 1.51647 -0.30684 -1.18780
C 1.71031 -1.63090 -1.23870
C -1.70344 -2.83889 3.53754
H -3.34360 -0.71606 5.59923
H -2.43901 0.90836 3.98063
H -0.15259 -3.56077 1.72044
H 0.70667 -4.51512 0.27037
H 2.14557 -5.47851 -1.40292
H 3.36822 -4.05237 -3.01055
H 3.86964 -1.77334 -3.87444
H 3.47462 0.68899 -3.71196
H 1.91172 1.52499 -1.94720
H -1.52396 -3.89791 3.41251
C -2.53639 1.11848 -1.84409
C -1.61911 2.20022 -1.41325
N -0.50729 1.96892 -0.77248
C 0.06419 3.16926 -0.50019
C -0.73510 4.17393 -1.01283
N -1.80228 3.52867 -1.59211
C -0.64292 5.64951 -1.06996
O 0.37685 6.19500 -0.47607
O -1.50432 6.27843 -1.66532
C 1.33661 3.24817 0.29366
O 1.81631 4.40140 0.47399
O 1.81555 2.19230 0.71234
H -2.13954 0.19278 -1.43710
H -2.58312 1.04307 -2.93016
H -3.53688 1.28405 -1.44908
H -2.55918 4.02509 -2.03653
H 1.04167 5.45202 -0.02345
*
```

***

[4]
ORCA calculation (ωB97M-V/def2-TZVPD) on a structure of composition C22H15Cl3MnN6O3.

The expectation value of S² is 6.2543. The calculation puts the energy above the lowest of the compared OMol25 structures with the same formula, charge and spin at 29.3 kcal/mol. Its HOMO-LUMO gap (alpha / beta) is 0.236 / 0.295 Ha. The calculation puts the HOMO energy (alpha / beta) at -12.40 / -12.41 eV.

The geometry in ORCA input format:
```
! RIJCOSX wB97M-V def2-TZVPD def2/J DEFGRID3
* xyz 1 5
Mn 0.06957 0.13303 -0.52922
C 1.63994 0.00153 -3.74306
C 2.54384 -0.46479 -2.64997
C 3.82848 -0.89802 -2.97393
C 4.69736 -1.28656 -1.98150
C 4.27730 -1.21276 -0.66281
C 2.99527 -0.78033 -0.39896
N 2.12273 -0.44339 -1.37336
C 2.50224 -0.63684 0.99259
C 3.33146 -0.69813 2.09992
C 2.78533 -0.51314 3.35733
C 1.42724 -0.27920 3.48124
C 0.65287 -0.21927 2.33614
N 1.19297 -0.39927 1.12416
C -0.81713 -0.03604 2.39094
C -1.42448 0.59129 3.45621
C -2.81515 0.59974 3.50546
C -3.51001 -0.07620 2.53137
C -2.82477 -0.67575 1.46859
C -3.59776 -1.46906 0.46652
N -1.49404 -0.58862 1.36386
H 2.21298 0.19379 -4.64677
H 1.12021 0.91364 -3.46199
H 0.90191 -0.76406 -3.97728
H 4.12732 -0.91472 -4.01232
H 5.69691 -1.62421 -2.22006
H 4.94485 -1.49914 0.13451
H 4.39036 -0.86742 1.98738
H 3.41544 -0.55574 4.23540
H 0.96846 -0.16690 4.45180
H -0.83940 1.07330 4.22613
H -3.33288 1.10515 4.30972
H -4.58898 -0.14786 2.56208
H -4.39519 -0.87043 0.02886
H -4.05608 -2.32014 0.97510
H -2.95890 -1.84582 -0.32153
O 0.17653 1.91096 0.26206
N -0.47592 2.95214 0.61865
C -1.74220 3.12407 0.49483
C -2.66507 2.17653 -0.07719
N -3.42008 1.44089 -0.52984
C -2.27571 4.35878 1.00648
N -2.73866 5.31535 1.43831
Cl -3.57866 -1.31085 -2.91265
C -1.86515 -1.07496 -3.17291
Cl -1.42729 -1.66955 -4.76647
Cl -0.92656 -2.01722 -1.93563
C -1.52481 0.45418 -3.04828
O -1.96231 1.19410 -3.87081
O -0.76438 0.78793 -2.03911
*
```

***

[5]
ORCA calculation (ωB97M-V/def2-TZVPD) on a structure of composition C22H15F5N5OYb.

The expectation value of S² is 0.7509. Its HOMO-LUMO gap (alpha / beta) is 0.303 / 0.282 Ha. The calculation puts the HOMO energy (alpha / beta) at -14.53 / -14.54 eV.

The geometry in ORCA input format:
```
! RIJCOSX wB97M-V def2-TZVPD def2/J DEFGRID3
* xyz 2 2
Yb 0.28753 0.16518 -0.71679
C -2.82710 0.77779 -1.96786
N -2.06215 1.10503 -0.74599
C -2.16416 2.51057 -0.31403
C -0.95820 2.82703 0.50926
N 0.18273 2.16987 0.38227
C 1.07801 2.77572 1.28978
C 2.41311 2.49787 1.57446
C 3.02698 3.27308 2.53489
C 2.33731 4.30297 3.20022
C 1.01803 4.59043 2.91918
C 0.41659 3.79860 1.94804
N -0.88151 3.79673 1.42118
C -2.24655 -0.48736 -2.50914
N -0.96363 -0.77007 -2.36333
C -0.78379 -2.04651 -2.93134
C 0.35880 -2.83429 -3.04770
C 0.21560 -4.06174 -3.65784
C -1.02866 -4.49822 -4.14877
C -2.16417 -3.72315 -4.04260
C -2.00055 -2.49103 -3.42049
N -2.90983 -1.46745 -3.12407
H -2.69428 1.58437 -2.68958
H -3.89795 0.67918 -1.78467
H -2.40254 0.51011 0.00789
H -3.08415 2.71874 0.23446
H -2.16979 3.14937 -1.19860
H 2.96788 1.71871 1.06501
H 4.06443 3.08951 2.77986
H 2.85861 4.88481 3.94816
H 0.48949 5.38362 3.43104
H -1.63281 4.41902 1.67749
H 1.33552 -2.50731 -2.71115
H 1.07935 -4.70185 -3.77562
H -1.09414 -5.46674 -4.62545
H -3.11804 -4.06048 -4.42579
H -3.89389 -1.45855 -3.34545
F 3.77422 -2.55464 4.04730
C 2.79351 -2.21317 3.23462
C 1.47408 -2.45389 3.59391
F 1.21792 -3.02629 4.75163
C 0.42324 -2.09642 2.76065
F -0.82237 -2.32297 3.14480
C 0.67064 -1.48416 1.54412
O -0.31369 -1.09240 0.68382
C 1.99999 -1.28318 1.22721
F 2.24709 -0.66104 -0.02320
C 3.07241 -1.60808 2.02266
F 4.31091 -1.35729 1.63553
*
```

***

Calculated electronic energy, -3575.60529, -6901.88769, -4179.15509, -3932.96891, -2853.99844 Eh (same order as the records).